Record 1
The following is a quantum chemistry calculation of C6H12N2 in the gas phase at a distorted geometry, from the Open Molecules 2025 dataset.

Properties
**Energy**: -9392.932 eV
**Energy relative to the best compared isomer or geometry (same formula, charge and spin)**: 3.918 eV
**Lowest unoccupied orbital energy**: 1.08 eV
**E_HOMO**: -8.54 eV
**Structure (SMILES)**: C1CN[C@H]2C[C@H]2CN1
**Strongest force on any atom**: 9.99 eV Å⁻¹

Geometry as XYZ:
```
20
Properties=species:S:1:pos:R:3:nbo_charge:R:1
C 1.08287 -1.14693 1.13061 -0.218
C 1.43229 -0.75599 -0.40616 -0.233
N 0.37958 -0.44242 -1.08759 -0.625
C 0.09414 0.91516 -0.97102 -0.089
C -1.36345 1.18065 -1.13813 -0.421
C -0.72059 1.24469 0.25724 -0.267
C -1.06443 0.04642 1.15980 -0.224
N -0.29689 -1.17110 1.25825 -0.621
H 1.53965 -2.20163 1.46892 0.201
H 1.46057 -0.26925 1.64225 0.187
H 1.88154 -1.65935 -0.83165 0.187
H 2.39177 -0.13859 -0.52350 0.151
H 0.56431 -0.52531 -2.01631 0.368
H 0.76738 1.78034 -1.04418 0.200
H -1.63980 2.05387 -1.77731 0.216
H -2.11580 0.29386 -1.24376 0.220
H -0.55903 2.25091 0.51528 0.217
H -2.12492 -0.25999 0.94354 0.208
H -1.14081 0.51971 2.25175 0.190
H -0.56840 -1.71506 0.41199 0.355
```

Record 2
The following is a quantum chemistry calculation of 2 unconnected molecules or ions with the total composition C6H11O2, from the Open Molecules 2025 dataset.

Properties
**Energy**: -10496.479 eV
**Total charge**: -1
**Energy relative to the best compared isomer or geometry (same formula, charge and spin)**: 0.603 eV
**Lowest unoccupied orbital energy**: 3.93 eV
**E_HOMO**: -4.32 eV
**Strongest force on any atom**: 0.97 eV Å⁻¹

Geometry as XYZ:
```
19
Properties=species:S:1:pos:R:3:nbo_charge:R:1
C -0.50992 1.25041 1.14907 -0.691
C -0.61265 -0.08137 1.84865 0.096
C -0.75242 -0.18150 3.17803 -0.500
C -0.45629 -1.30460 0.99702 -0.667
H 0.13967 1.13753 0.27429 0.303
H -0.21956 2.03684 1.84335 0.186
H -1.47315 1.45482 0.66714 0.215
H -0.73578 -1.17264 3.62123 0.172
H -0.87123 0.67602 3.82716 0.179
H -0.68455 -2.18555 1.60151 0.179
H 0.54353 -1.38547 0.56485 0.236
H -1.07547 -1.20288 0.10634 0.261
O -0.45639 0.08221 -1.68166 -0.806
C 0.74045 0.32682 -1.97524 0.764
O 1.62069 0.79675 -1.22054 -0.787
C 1.14591 -0.00990 -3.42956 -0.731
H 0.42836 -0.73341 -3.81749 0.200
H 1.05751 0.87062 -4.07282 0.197
H 2.17129 -0.37472 -3.48133 0.195
```

Record 3
The following is a quantum chemistry calculation of a molecular structure, C8H14Ta, from the Open Molecules 2025 dataset.

Properties
**Energy**: -10070.044 eV
**Total charge**: -1
**Energy relative to the best compared isomer or geometry (same formula, charge and spin)**: 0.000 eV
**Lowest unoccupied orbital energy**: 3.20 eV
**E_HOMO**: -4.29 eV
**Strongest force on any atom**: 0.72 eV Å⁻¹

Geometry as XYZ:
```
23
Properties=species:S:1:pos:R:3:nbo_charge:R:1
C 3.62659 -0.82191 -0.92167 -0.619
C 2.26387 -0.27146 -0.60048 -0.087
C 1.20679 -0.34612 -1.51133 -0.163
C -0.05548 0.16829 -1.22506 -0.233
C -0.33458 0.79850 0.00361 -0.010
C -1.68251 1.33233 0.32021 -0.994
Ta -3.08333 -0.39741 0.88203 1.888
C 0.73057 0.85910 0.91974 -0.223
C 1.99130 0.34305 0.63136 -0.201
H 4.29897 -0.73294 -0.06867 0.205
H 3.57090 -1.87858 -1.19533 0.208
H 4.08694 -0.29582 -1.76397 0.204
H 1.37777 -0.82800 -2.46978 0.186
H -0.85946 0.06614 -1.94595 0.211
H -1.63705 1.96902 1.20989 0.224
H -2.05554 1.93676 -0.50736 0.230
H -1.95261 -0.77869 2.31910 -0.473
H -2.31014 -1.90870 0.13253 -0.420
H -3.91855 -0.04521 -0.75298 -0.479
H -4.16696 0.67771 1.94377 -0.433
H -4.43399 -1.58226 1.33984 -0.414
H 0.55423 1.31887 1.88765 0.203
H 2.78228 0.41736 1.37287 0.191
```

Record 4
The following is a quantum chemistry calculation of a gas-phase ion, C3H7INO (charge +1) at a distorted geometry, from the Open Molecules 2025 dataset.

Properties
**Energy**: -14850.866 eV
**Total charge**: +1
**Energy relative to the best compared isomer or geometry (same formula, charge and spin)**: 4.532 eV
**Lowest unoccupied orbital energy (alpha / beta)**: -5.58 / -5.59 eV
**E_HOMO (alpha / beta)**: -12.03 / -12.03 eV
**Strongest force on any atom**: 4.92 eV Å⁻¹

Geometry as XYZ:
```
13
Properties=species:S:1:pos:R:3:nbo_charge:R:1
C 0.44339 0.21336 0.70247 -0.249
C 0.77951 2.04643 -0.68153 0.333
C -0.50172 -0.23216 -0.31208 -0.377
N -0.49962 -1.86550 -0.06919 -0.743
O 1.32153 1.30985 0.23534 -0.335
I -2.63531 0.16964 -0.17845 0.123
H 0.10578 0.54719 1.80494 0.247
H 1.26023 -0.51343 0.95445 0.223
H 1.42690 2.98818 -0.89193 0.223
H -0.20949 1.99037 -1.19162 0.250
H -1.47254 -2.24776 -0.13678 0.454
H 0.08325 -2.06889 0.68225 0.415
H -0.10191 -2.33728 -0.91788 0.434
```

Record 5
The following is a quantum chemistry calculation of a molecular structure, C18H38Be2ClN2O6 at a distorted geometry, from the Open Molecules 2025 dataset.

Properties
**Energy**: -47821.648 eV
**Total charge**: +3
**Energy relative to the best compared isomer or geometry (same formula, charge and spin)**: 3.124 eV
**Lowest unoccupied orbital energy**: -13.45 eV
**E_HOMO**: -15.52 eV
**Strongest force on any atom**: 3.97 eV Å⁻¹

Geometry as XYZ:
```
67
Properties=species:S:1:pos:R:3:nbo_charge:R:1
Be 19.61621 -12.67214 9.27225 1.147
Be 19.37052 -18.45492 9.13277 0.828
Cl 19.25870 -15.73553 6.76826 2.522
O 20.19829 -16.82912 6.45170 -0.869
O 18.55445 -16.11063 7.99972 -0.918
O 19.97387 -14.52855 7.06882 -0.863
O 18.21224 -15.64865 5.80540 -0.769
C 21.04991 -16.59642 0.61443 -0.612
C 20.17242 -17.48842 1.57970 0.119
C 19.48227 -18.75539 0.95447 -0.426
C 20.43238 -19.86696 0.74511 -0.404
C 21.05177 -20.23204 2.08337 -0.464
C 21.71855 -19.08145 2.86763 0.084
N 20.84602 -17.91412 2.86213 0.230
O 21.38651 -16.84585 3.52441 -0.462
C 22.03923 -19.52092 4.33809 -0.631
C 22.99968 -18.80757 2.08798 -0.600
C 18.92948 -16.55481 1.94113 -0.585
H 20.59721 -16.31295 -0.33574 0.271
H 22.01586 -17.02493 0.34719 0.239
H 21.36455 -15.67390 1.10234 0.239
H 18.66015 -19.19284 1.52092 0.233
H 19.09971 -18.51349 -0.03711 0.253
H 21.12136 -19.49677 -0.01409 0.208
H 19.88935 -20.70606 0.31022 0.255
H 21.68239 -21.12077 2.05944 0.268
H 20.27329 -20.88361 2.48026 0.262
H 22.31649 -20.57403 4.29133 0.259
H 22.83065 -18.94046 4.81223 0.238
H 21.20397 -19.64127 5.02798 0.234
H 22.83026 -18.78687 1.01143 0.241
H 23.58635 -17.96349 2.45053 0.244
H 23.68529 -19.65442 2.11775 0.275
H 18.41217 -16.29779 1.01677 0.254
H 19.24013 -15.68992 2.52727 0.221
H 18.22912 -17.11760 2.55826 0.229
H 21.02336 -16.88154 4.41236 0.529
C 17.77946 -12.26003 5.44646 -0.603
C 18.17497 -10.80032 5.77967 0.063
C 16.87277 -10.02192 6.05069 -0.428
C 16.89788 -8.73221 6.84346 -0.416
C 17.92709 -8.79860 8.08670 -0.417
C 19.30308 -9.38834 7.64731 0.108
N 19.07861 -10.77856 6.93674 0.055
O 20.25167 -11.59911 6.86973 -0.567
C 20.10103 -8.27837 6.83069 -0.614
C 19.85837 -9.72294 8.99601 -0.686
C 18.94162 -10.26305 4.56287 -0.630
H 18.67034 -12.86527 5.27874 0.228
H 17.33015 -12.70189 6.33583 0.218
H 16.98240 -12.35314 4.70880 0.259
H 16.36254 -9.81441 5.11010 0.258
H 16.11888 -10.75110 6.34743 0.236
H 17.02225 -7.90454 6.14517 0.234
H 15.90921 -8.57818 7.27580 0.256
H 17.53544 -9.29481 8.97467 0.217
H 18.09493 -7.76325 8.38334 0.253
H 20.99952 -8.80149 6.50333 0.213
H 20.22267 -7.39269 7.45429 0.271
H 19.77407 -7.91244 5.85741 0.258
H 20.84508 -10.17253 8.88475 0.233
H 19.14242 -10.23431 9.63946 0.217
H 20.11435 -8.90291 9.66692 0.300
H 20.01796 -10.14800 4.69072 0.195
H 18.81087 -10.94869 3.72567 0.253
H 18.75448 -9.27446 4.14363 0.263
H 20.68102 -11.19404 6.11265 0.491
```